1.
C39H36ClN3Si2Tm as an isolated structure. Source: OMol25; level of theory: ωB97M-V/def2-TZVPD.

## Properties
**Spin multiplicity**: 3
**Gap between HOMO and LUMO (spin up / spin down)**: 4.952 / 4.950 eV
**Strongest force on any atom**: 0.0707 Eh/bohr
**Total charge**: +1
**Relative energy (zero: lowest compared OMol25 entry of this formula, charge and spin)**: 490.2 kJ/mol
**LUMO (spin up / spin down)**: -2.89 / -2.90 eV

Structure (XYZ):
```
82
Properties=species:S:1:pos:R:3:forces:R:3
C -2.27968 -0.13792 4.26269 -0.823 -0.417 -0.179
C -2.74576 0.32724 2.99752 -0.526 -0.666 0.214
C -2.71407 -0.77940 2.08845 -0.243 0.046 0.494
H -3.19298 1.30694 2.81707 0.371 -0.324 -0.075
C -2.21540 -1.92287 2.79494 -0.493 0.330 0.363
C -1.95323 -1.51930 4.14143 -0.858 0.009 -0.157
H -1.69320 -2.17746 4.97250 0.138 0.259 -0.416
H -2.35098 0.41076 5.20105 0.334 -0.078 -0.371
H -3.10773 -0.77695 1.07327 0.247 0.021 0.212
H -2.16069 -2.94200 2.41110 0.139 0.375 0.056
Tm -0.33167 -0.29373 2.65841 2.345 0.560 -0.587
Si -1.27490 -0.61179 -2.90692 0.714 -0.119 -3.563
C -0.80118 0.98603 -3.85570 0.239 0.010 0.846
C 0.33970 0.97684 -4.67339 0.297 -0.357 -0.386
H 1.04534 0.13733 -4.63666 -0.406 0.419 0.060
C 0.56707 1.97531 -5.61746 0.059 -0.079 0.139
H 1.44337 1.90242 -6.26076 -0.213 0.037 0.134
C -0.30994 3.05049 -5.72892 0.013 -0.082 0.431
H -0.11973 3.83973 -6.46033 -0.158 -0.232 0.280
C -1.40118 3.11015 -4.86014 -0.154 0.137 -0.166
H -2.05668 3.97740 -4.88699 -0.012 -0.203 -0.075
C -1.66748 2.08160 -3.95369 -0.015 -0.014 0.136
H -2.57255 2.12901 -3.33717 0.380 0.045 -0.185
C -0.86308 -1.78275 -4.33360 0.213 -0.662 0.323
C -1.18935 -1.47547 -5.67705 0.308 -0.191 0.164
H -1.80147 -0.60516 -5.92872 0.224 -0.250 0.160
C -0.67676 -2.25776 -6.71431 -0.113 -0.171 0.298
H -0.89985 -1.99712 -7.74670 -0.021 -0.061 0.200
C 0.12661 -3.37208 -6.43767 0.128 0.028 0.361
H 0.52221 -3.99447 -7.24260 -0.128 0.285 0.173
C 0.43608 -3.68533 -5.11183 -0.168 -0.121 -0.248
H 1.07365 -4.53382 -4.84805 -0.221 0.239 -0.297
C -0.07624 -2.90615 -4.07884 0.175 -0.095 -0.356
H 0.18814 -3.17380 -3.05848 -0.031 0.020 -0.468
H -2.74167 -0.56190 -2.88859 -0.262 -0.054 1.212
Si 2.19585 -0.13540 -1.98268 -1.117 -0.595 -0.489
C 1.28892 -1.67603 -1.35527 0.011 2.138 0.393
C -0.14509 -1.80915 -1.27739 -0.381 0.347 0.208
H -0.84832 -0.91970 -1.08495 1.021 -0.649 0.747
C -0.68552 -3.04917 -0.83818 -0.608 -0.433 0.039
H -1.76975 -3.12505 -0.71461 0.273 -0.165 -0.189
C 0.12583 -4.12444 -0.51188 -1.186 0.106 0.120
H -0.31424 -5.08328 -0.21316 0.063 0.517 -0.086
C 1.51616 -3.97240 -0.50312 0.880 0.832 -0.563
H 2.15305 -4.81093 -0.19971 -0.211 0.427 -0.031
C 2.07337 -2.75840 -0.90099 -0.311 -1.334 -0.008
H 3.15248 -2.63801 -0.84604 -0.147 0.058 -0.132
C 1.19165 1.32447 -1.33440 0.234 0.445 1.005
C 0.04745 1.22606 -0.51093 -0.427 -0.015 -0.910
H -0.06131 0.35174 0.14144 -0.172 -0.003 -0.705
C -0.96800 2.18041 -0.56409 0.230 0.358 0.273
H -1.95358 1.96692 -0.13063 0.374 0.247 0.045
C -0.69765 3.40029 -1.18594 -0.268 0.088 -0.018
H -1.48754 4.15244 -1.26249 0.332 -0.186 0.003
C 0.58588 3.65193 -1.68825 0.096 0.041 0.220
H 0.82927 4.64730 -2.07086 -0.072 -0.345 0.124
C 1.53538 2.62812 -1.74336 -0.753 0.012 -0.205
H 2.53039 2.81681 -2.15051 -0.336 -0.061 -0.209
H 3.43363 -0.03739 -1.28189 1.106 -0.225 0.713
Cl 1.92035 -0.31120 1.51936 -0.238 -0.275 0.524
N 0.33370 1.08566 5.84538 -0.122 -0.174 0.069
C 0.16400 2.09344 4.89178 -0.074 -0.096 -0.547
C -0.04472 3.41589 5.31348 0.099 0.030 -0.285
C -0.03522 4.43042 4.35909 0.015 -0.492 0.129
C 0.27519 4.11450 3.02999 0.143 -0.206 -0.264
C 0.42712 2.78294 2.68434 -0.363 0.031 0.549
N 0.21411 1.77527 3.58253 0.791 0.640 0.356
C 0.99328 -0.15086 5.70415 0.081 -0.298 -0.489
C 1.69762 -0.68852 6.79130 0.011 -0.074 -0.205
C 2.40963 -1.87308 6.62297 -0.276 0.370 -0.065
C 2.41873 -2.49791 5.37166 -0.229 0.007 -0.358
C 1.65897 -1.94553 4.35809 0.007 0.605 0.457
N 0.93723 -0.80312 4.53265 0.378 -0.186 0.406
H 0.32388 1.43411 6.79886 0.005 -0.147 -0.297
H -0.18434 3.59926 6.37592 0.041 0.185 -0.213
H -0.22339 5.46296 4.64073 0.076 -0.199 0.051
H 0.40059 4.87744 2.25913 -0.043 -0.229 0.356
H 0.73998 2.46630 1.68620 -0.368 0.114 0.150
H 1.67794 -0.12801 7.71950 0.200 -0.246 0.051
H 2.97541 -2.30469 7.44487 -0.117 0.177 -0.100
H 3.00245 -3.39121 5.16212 -0.144 0.192 0.206
H 1.64442 -2.35525 3.34186 0.018 0.022 0.448
```
Forces are in eV/Å.

2.
A 7-piece molecular cluster, C39H66Cl12FN2O4P3S2 overall. Source: OMol25; level of theory: ωB97M-V/def2-TZVPD.

## Properties
**Gap between HOMO and LUMO**: 6.056 eV
**Strongest force on any atom**: 0.1617 Eh/bohr
**Total charge**: 0
**Structure (SMILES)**: CCCCCc1c([PH2]=N)c(P(O)O)c2c(c1P(C)C)C(=O)C([C@H](C)F)=C(CCCSC(=S)N(CC)CC)C2=O.ClCCCl.ClCCCl.ClCCCl.ClCCCl.ClCCCl.ClCCCl
**LUMO**: -1.91 eV

Structure (XYZ):
```
129
Properties=species:S:1:pos:R:3:forces:R:3
C 0.72024 4.03859 -3.87254 0.624 -0.023 -1.414
C 0.62886 2.43641 -4.20896 0.279 0.126 1.026
C -0.91499 1.81366 -4.05856 1.683 -0.936 -0.287
C -0.88277 0.81556 -2.75788 -0.753 -1.051 -0.394
C -2.38694 0.57964 -2.06586 1.108 -0.359 -0.013
C -2.09697 -0.19849 -0.64506 -0.302 -1.790 1.452
C -2.10397 -1.86838 -0.70287 0.473 1.714 4.242
P -2.42998 -2.87125 -2.32690 3.362 0.361 -1.053
N -1.10239 -2.92342 -3.30574 -1.504 0.956 2.066
C -1.80325 -2.77836 0.66710 -0.316 5.606 -1.282
P -1.81739 -4.68797 0.68509 0.995 -1.725 2.038
O -0.62720 -5.23046 -0.46819 -1.878 -0.407 0.844
O -3.35351 -5.36325 0.22148 0.564 1.754 -0.113
C -1.48041 -1.91467 2.06114 -0.477 1.041 -2.055
C -1.49426 -0.24216 2.09364 -0.392 -1.674 -2.084
C -1.82046 0.65959 0.72344 -0.691 -4.752 -0.035
P -1.83761 2.55370 0.92102 1.647 -0.347 0.778
C -3.42952 3.21668 1.73500 -1.256 -0.204 0.659
C -1.34866 3.49202 -0.66221 -1.022 1.444 -1.259
C -1.14328 0.44817 3.56818 -1.665 2.773 1.720
O -1.74216 1.53050 4.06879 3.615 -6.466 -3.318
C 0.02062 -0.37336 4.44520 -0.312 -3.212 -0.603
C 1.17014 0.46155 5.32599 0.548 -0.788 -0.305
C 0.92193 0.40081 6.94517 0.176 1.019 0.435
F 1.36125 1.86653 4.80892 -0.856 -3.335 1.274
C 0.01645 -1.89171 4.42595 -0.397 3.319 -0.120
C 1.08087 -2.80917 5.27102 -0.272 0.594 -0.120
C 2.42733 -2.98160 4.35182 -0.359 0.076 -0.759
C 2.21562 -4.02534 3.08523 -1.626 0.481 0.046
S 3.86766 -4.86442 2.80307 -0.549 0.085 -1.791
C 4.16215 -5.17108 0.94240 0.315 0.595 -1.253
S 5.71295 -4.70445 0.36627 -3.104 -0.998 1.064
N 3.07261 -5.80735 0.10778 3.089 -0.806 1.078
C 2.84151 -7.17800 0.75048 -1.117 -1.195 1.429
C 1.47732 -7.17305 1.70271 0.703 0.871 -0.202
C 3.48734 -6.03358 -1.33045 -1.103 -0.063 -2.284
C 3.40305 -4.65127 -2.26694 0.875 -0.586 0.801
C -1.11336 -2.69895 3.49284 -1.995 -2.840 1.354
O -1.68621 -3.83631 3.89421 3.713 6.998 -2.532
H 1.61443 4.47594 -4.53168 -1.878 -0.808 1.527
H 0.97572 4.29554 -2.75738 -0.825 -0.576 -2.163
H -0.25625 4.53906 -4.28051 1.854 -0.687 1.146
H 1.11196 2.21281 -5.25448 -1.154 0.483 1.950
H 1.31586 1.88856 -3.40866 -1.408 0.953 -1.866
H -1.74110 2.64252 -4.02384 1.603 -1.544 0.004
H -1.03938 1.10672 -5.01259 -0.195 1.637 2.075
H -0.57795 -0.26099 -3.16895 -0.554 2.336 0.964
H -0.08462 1.08357 -1.94402 -1.649 -0.182 -1.579
H -2.98459 1.58333 -1.93819 1.318 -2.018 0.043
H -2.97735 -0.07703 -2.85203 1.071 1.144 1.937
H -3.58155 -2.28053 -2.96477 0.296 -0.415 0.678
H -2.75913 -4.26817 -2.07112 -0.453 1.290 0.422
H -0.33314 -2.40112 -2.82986 -0.730 -0.567 -0.577
H -0.37452 -6.18639 -0.22302 -0.729 2.178 -0.278
H -4.10741 -5.05135 0.80267 1.494 -0.328 -0.751
H -3.12480 3.67370 2.79002 -0.538 -1.064 -2.413
H -3.95250 4.05047 1.10164 0.915 -1.701 1.081
H -4.17195 2.30544 1.94687 1.555 2.137 -0.558
H -0.36663 3.11219 -1.18369 -2.183 0.470 1.189
H -1.12305 4.61892 -0.33826 -0.503 -2.526 -0.418
H -2.26292 3.57683 -1.42431 2.224 -0.213 1.306
H 2.21522 -0.07868 5.12340 -2.392 1.349 0.176
H 1.01545 1.50708 7.37214 -0.329 -2.369 -1.034
H -0.13571 -0.02674 7.24447 2.229 0.894 -0.779
H 1.78132 -0.21240 7.48846 -1.881 1.154 -1.369
H 1.39476 -2.26895 6.28109 -0.821 -1.026 -2.239
H 0.56579 -3.82777 5.56749 1.068 2.035 -0.818
H 2.64022 -1.91616 3.86806 -0.033 -2.329 1.260
H 3.31254 -3.37741 5.00797 -1.636 0.967 -1.212
H 1.86242 -3.47215 2.09877 0.833 -1.084 2.085
H 1.36797 -4.78973 3.37230 1.782 1.354 -0.592
H 2.68474 -8.04273 -0.03026 0.667 2.049 1.247
H 3.76236 -7.41798 1.43871 -1.841 0.113 -1.474
H 0.99382 -6.09311 1.55824 1.000 -2.394 0.631
H 0.68228 -7.96707 1.37524 1.651 1.333 0.719
H 1.85798 -7.34336 2.81342 -1.282 0.413 -2.293
H 2.66224 -6.75640 -1.80088 1.739 1.475 1.258
H 4.50889 -6.59228 -1.46157 -1.739 1.237 0.534
H 2.44159 -4.64873 -2.95104 1.969 0.096 1.617
H 4.37721 -4.63313 -2.93088 -2.051 0.126 1.273
H 3.45537 -3.74804 -1.51687 -0.292 -1.641 -1.796
Cl -0.14826 4.81450 -9.39552 -0.002 0.044 0.016
C -0.10689 3.73340 -7.98008 0.005 -0.215 0.234
C -1.45113 3.66042 -7.27398 0.116 -0.310 -0.164
Cl -1.87065 5.19167 -6.46592 -0.046 0.002 -0.048
H 0.68324 4.08366 -7.30833 -0.243 0.012 -0.115
H 0.17426 2.74207 -8.34776 -0.134 0.128 0.069
H -1.42156 2.89070 -6.49701 0.098 0.154 -0.111
H -2.25900 3.41110 -7.96912 0.208 0.166 0.098
Cl 2.84494 -0.23465 -5.47603 -0.042 0.014 0.032
C 4.57832 -0.64411 -5.43534 0.322 -0.076 0.022
C 4.87925 -1.77107 -4.46050 0.037 0.024 0.119
Cl 4.65192 -1.27292 -2.76527 -0.108 0.148 0.086
H 5.13601 0.26434 -5.18646 -0.178 -0.204 0.048
H 4.85559 -0.94599 -6.44972 -0.172 0.088 0.235
H 5.92363 -2.08104 -4.56160 -0.534 0.323 0.335
H 4.24589 -2.64439 -4.64544 0.079 0.218 0.053
Cl -1.39781 3.22641 7.86380 -0.037 0.044 0.092
C -2.71926 3.36590 6.67709 -0.241 -0.011 -0.362
C -2.99188 4.81007 6.28859 0.160 -0.278 -0.273
Cl -3.69753 5.74597 7.63016 0.011 0.088 0.066
H -3.60795 2.88741 7.10076 0.195 0.206 0.007
H -2.41360 2.79500 5.79526 0.013 0.183 0.137
H -3.71251 4.84403 5.46605 0.072 -0.088 0.171
H -2.07948 5.31930 5.96261 -0.165 -0.139 0.190
Cl -5.84106 7.05125 -6.17787 0.005 -0.018 0.044
C -5.09441 8.33131 -5.18898 0.111 0.211 0.130
C -3.66782 7.98993 -4.79000 0.002 0.274 -0.185
Cl -3.59845 6.63986 -3.62975 -0.016 -0.031 0.029
H -5.72952 8.49763 -4.31308 0.179 -0.142 -0.166
H -5.10335 9.24322 -5.79339 0.098 -0.166 0.076
H -3.20236 8.85104 -4.30125 -0.156 -0.116 -0.052
H -3.05891 7.72204 -5.65919 -0.219 -0.025 0.162
Cl 6.50257 -2.77761 -6.63612 0.518 -0.485 -0.851
C 7.78952 -3.95637 -6.27804 0.325 -0.290 -0.008
C 7.27290 -5.38604 -6.27145 0.170 0.012 -0.212
Cl 6.18823 -5.70312 -4.89428 -0.023 0.068 -0.030
H 8.24020 -3.68578 -5.31789 -0.209 -0.078 -0.153
H 8.55030 -3.83952 -7.05557 -0.166 -0.076 0.091
H 8.11087 -6.08366 -6.18104 -0.083 0.196 0.024
H 6.73066 -5.62333 -7.19215 0.060 0.144 0.231
Cl -7.64490 6.37754 10.64276 -0.021 0.021 0.039
C -5.91152 5.96808 10.68345 0.311 -0.101 -0.047
C -5.61059 4.84112 11.65828 0.088 -0.078 -0.306
Cl -5.83792 5.33928 13.35352 -0.043 -0.001 0.017
H -5.35383 6.87653 10.93232 -0.176 -0.215 0.051
H -5.63425 5.66620 9.66907 -0.063 -0.046 0.217
H -4.56621 4.53115 11.55719 -0.149 0.141 -0.032
H -6.24395 3.96780 11.47335 0.050 0.274 0.056
```
Forces are in eV/Å.